Density functional theory data (ωB97M-V/def2-TZVPD) for a 2-piece molecular cluster, C3H8NO2S overall in a non-equilibrium geometry.

Structure (ORCA input):
```
! RIJCOSX wB97M-V def2-TZVPD def2/J DEFGRID3
* xyz -1 1
O 2.17869 -1.38257 -0.77467
C 1.79000 -0.44293 -0.10267
N 0.64972 0.27987 -0.27688
C 0.15698 1.15934 0.74816
C -1.26569 0.83576 1.20299
S -2.58054 1.66712 0.20043
H 2.49309 0.09381 0.54657
H -0.02158 -0.18073 -0.88816
H 0.20634 2.17814 0.30995
H 0.77528 1.35165 1.70975
H -1.45015 1.36668 2.18442
H -1.34487 -0.27637 1.37602
H -1.21774 -2.19741 -1.72670
H 0.14098 -1.86875 -2.24885
O -0.51052 -2.58361 -2.26037
*
```

Properties
energy above the lowest of the compared OMol25 structures with the same formula, charge and spin	187.8	kJ/mol
highest occupied orbital energy	-2.8	eV
E_LUMO	3.673	eV

Density functional theory data (ωB97M-V/def2-TZVPD) for a 3-piece molecular cluster, C3H8NO2S overall in a non-equilibrium geometry.

Structure (ORCA input):
```
! RIJCOSX wB97M-V def2-TZVPD def2/J DEFGRID3
* xyz 0 2
O 3.84199 0.35777 1.15726
C 2.57012 0.58984 0.75987
N 1.99201 0.02349 -0.30583
C 0.75786 0.49134 -0.66136
C -0.39043 -0.57382 -0.33809
S -1.96280 -0.27748 -1.28875
H 2.11268 1.32468 1.52231
H 0.59049 0.43902 -2.68799
H 0.62052 0.66144 -1.84977
H 0.37296 1.49127 -0.25343
H -0.50010 -0.44819 0.82361
H -0.05036 -1.66203 -0.51281
H -2.99222 -0.19400 1.07613
H -3.36930 -1.22516 2.07968
O -3.46065 -0.25225 1.84282
*
```

Properties
energy above the lowest of the compared OMol25 structures with the same formula, charge and spin	578.0	kJ/mol
highest occupied orbital energy (alpha / beta)	-9.5 / -9.4	eV
E_LUMO (alpha / beta)	-2.438 / -3.338	eV
⟨S²⟩	0.75

Density functional theory data (ωB97M-V/def2-TZVPD) for C3H8NO2S2Si as an isolated structure in a non-equilibrium geometry.

Structure (ORCA input):
```
! RIJCOSX wB97M-V def2-TZVPD def2/J DEFGRID3
* xyz -1 1
C -0.25308 0.14779 0.32220
C -0.86690 -1.09643 -1.80022
C -0.99178 -0.80296 -0.29532
N 1.63008 -1.83512 -0.23467
O -0.44459 0.29447 1.65748
O 0.59496 0.94387 -0.20225
Si 0.74121 1.38465 2.09493
S -2.42719 -0.72599 -2.71714
S 2.33734 -0.59838 -0.46220
H -0.04904 -0.43015 -2.14581
H -0.44537 -2.04007 -2.01875
H -1.43200 -1.45540 0.42881
H 0.42615 1.14715 3.53110
H 0.52523 2.72300 1.79969
H 2.09407 1.08363 1.94065
H -2.55900 -1.87172 -3.39413
H 2.61310 -0.47901 -2.15234
*
```

Properties
energy above the lowest of the compared OMol25 structures with the same formula, charge and spin	6.4	kJ/mol
highest occupied orbital energy	-3.8	eV
E_LUMO	3.175	eV

Density functional theory data (ωB97M-V/def2-TZVPD) for a 2-piece molecular cluster, C3H8NO3 overall.

Structure (ORCA input):
```
! RIJCOSX wB97M-V def2-TZVPD def2/J DEFGRID3
* xyz -1 1
O 0.18194 -0.13000 2.74284
C 1.13923 0.45765 2.31247
O 1.14908 1.30108 1.29237
H 2.13591 0.35762 2.76617
H 0.49621 1.00907 0.58740
C 0.46318 -0.88680 -1.31248
O 0.61513 -1.78180 -2.28668
C -0.90983 -0.17495 -1.33320
N -1.15151 0.57553 -0.07456
H 0.54971 -1.28118 -0.25184
H 1.23015 -0.05473 -1.33329
H -0.96101 0.50813 -2.18131
H -1.65624 -0.96320 -1.48449
H -1.99180 1.13661 -0.13761
H -1.29014 -0.07303 0.69419
*
```

Properties
energy above the lowest of the compared OMol25 structures with the same formula, charge and spin	253.8	kJ/mol
highest occupied orbital energy	-2.4	eV
E_LUMO	3.693	eV

Density functional theory data (ωB97M-V/def2-TZVPD) for a 2-piece molecular cluster, C3H8NO3 overall in a non-equilibrium geometry.

Structure (ORCA input):
```
! RIJCOSX wB97M-V def2-TZVPD def2/J DEFGRID3
* xyz -1 1
O 1.21194 -1.22628 1.55117
C 0.63303 -0.07073 1.59588
C -0.79750 -0.20130 0.81501
N -0.34693 -0.32777 -0.62868
C 0.94262 0.46229 -0.59051
O 1.34205 0.78137 0.74416
H 0.68666 0.33530 2.58650
H -1.19331 0.78270 0.92626
H -1.49939 -0.94106 1.15162
H 0.01716 -1.29439 -0.61866
H 0.94443 1.48664 -1.10580
H 1.76532 -0.19757 -1.03157
H -1.74494 0.03308 -2.18159
H -2.00663 1.21043 -2.87280
O -2.45520 0.41212 -2.71726
*
```

Properties
energy above the lowest of the compared OMol25 structures with the same formula, charge and spin	317.7	kJ/mol
highest occupied orbital energy	-2.7	eV
E_LUMO	3.954	eV

Density functional theory data (ωB97M-V/def2-TZVPD) for a 2-piece molecular cluster, C3H8NO3 overall.

Structure (ORCA input):
```
! RIJCOSX wB97M-V def2-TZVPD def2/J DEFGRID3
* xyz -1 1
C -0.47228 0.42546 0.62499
N 0.23432 1.25523 -0.34294
C -0.27545 1.43846 -1.66338
O -1.45340 1.04983 -1.83596
O 0.47990 2.06233 -2.43838
C 0.53293 -0.14142 1.62492
H -1.25423 0.99949 1.11718
H -0.93741 -0.39524 0.09198
H 1.19744 1.47161 -0.12714
H 1.14454 0.69039 1.95484
H 1.18975 -0.86977 1.15972
H 0.05626 -0.51016 2.51881
H -0.68370 -2.63145 -1.45595
H 0.46538 -2.08037 -0.61509
O -0.22405 -2.76438 -0.61358
*
```

Properties
energy above the lowest of the compared OMol25 structures with the same formula, charge and spin	61.2	kJ/mol
highest occupied orbital energy	-3.9	eV
E_LUMO	3.744	eV

Density functional theory data (ωB97M-V/def2-TZVPD) for a single C3H8NO3PS molecule in a non-equilibrium geometry.

Structure (ORCA input):
```
! RIJCOSX wB97M-V def2-TZVPD def2/J DEFGRID3
* xyz 0 1
H -3.12252 -1.58022 0.44417
N -2.26759 -1.05255 0.27059
C -1.22843 -1.80385 0.17291
O 0.03624 -1.33713 0.12390
P 0.74336 0.10282 0.62435
O 0.54464 0.38610 2.01016
O 2.27569 -0.20986 0.17712
C 2.51741 -0.57707 -1.11250
S 0.14502 1.62499 -0.58574
C -1.28432 2.21137 0.37305
H -1.26954 -2.89243 0.18096
H 3.50443 -0.26954 -1.54787
H 1.88711 -0.01979 -1.70814
H 2.36371 -1.68810 -1.09639
H -2.02973 2.71753 -0.30980
H -1.06153 3.02974 1.09464
H -1.75394 1.35799 0.88861
*
```

Properties
energy above the lowest of the compared OMol25 structures with the same formula, charge and spin	21.7	kJ/mol
highest occupied orbital energy	-9.6	eV
SMILES	[H]/N=C/O[P@@](=O)(OC)SC
E_LUMO	0.722	eV

Density functional theory data (ωB97M-V/def2-TZVPD) for a 2-piece molecular cluster, C3H8NO3S overall in a non-equilibrium geometry.

Structure (ORCA input):
```
! RIJCOSX wB97M-V def2-TZVPD def2/J DEFGRID3
* xyz 1 1
C -1.68656 1.65189 0.87250
C 0.73448 -1.67688 0.35367
C 1.06738 -0.97455 -0.90183
N 1.82090 -1.39807 -1.87232
O -0.76296 1.01611 1.31226
O -2.65735 2.14452 1.58585
O -1.72799 1.96597 -0.35448
S 1.90340 -0.40342 1.00315
H -0.18323 -1.47634 0.83437
H 1.16765 -2.63663 0.27613
H 0.48421 -0.02824 -1.14907
H 2.18675 -0.74496 -2.58210
H 2.23290 -2.31727 -2.01104
H -2.85438 2.05296 2.45436
H -2.65319 2.39099 -0.64549
H 0.92798 0.43392 0.82403
*
```

Properties
energy above the lowest of the compared OMol25 structures with the same formula, charge and spin	0.0	kJ/mol
highest occupied orbital energy	-13.8	eV
E_LUMO	-3.507	eV

Density functional theory data (ωB97M-V/def2-TZVPD) for a 2-piece molecular cluster, C3H8NO4 overall in a non-equilibrium geometry.

Structure (ORCA input):
```
! RIJCOSX wB97M-V def2-TZVPD def2/J DEFGRID3
* xyz -1 1
C 0.32270 -1.11336 -0.63048
C 1.66434 -0.95232 0.11461
O 2.03087 -2.00618 0.95055
N -0.49655 0.05333 -0.55604
C -1.37928 0.16502 0.63848
O -2.13384 1.15566 0.41967
O -1.23198 -0.49471 1.68425
H -0.19412 -1.92315 -0.05951
H 0.49181 -1.52985 -1.63990
H 2.66835 -0.93636 -0.39956
H 1.69018 -0.17306 0.90998
H 1.32172 -2.45014 1.53973
H -0.72275 0.47090 -1.38838
H -0.96779 3.88943 -0.24682
H -1.73545 2.58479 -0.39965
O -1.32823 3.25999 -0.93693
*
```

Properties
energy above the lowest of the compared OMol25 structures with the same formula, charge and spin	130.4	kJ/mol
highest occupied orbital energy	-4.6	eV
E_LUMO	3.799	eV

Density functional theory data (ωB97M-V/def2-TZVPD) for a 2-piece molecular cluster, C3H8NO5P2 overall in a non-equilibrium geometry.

Structure (ORCA input):
```
! RIJCOSX wB97M-V def2-TZVPD def2/J DEFGRID3
* xyz -1 1
C 1.34876 0.03855 0.20002
C -0.27554 -1.45351 -0.51504
C -0.76198 0.98490 -0.10709
N 0.12425 -0.13686 -0.09588
O 2.68749 -1.48515 -1.39694
O 2.94758 1.40846 -1.43850
O 2.64430 -2.43512 0.94673
O 2.92392 2.52476 0.91605
O 3.63340 0.05680 0.57130
P 2.61638 -1.27200 0.09014
P 2.69368 1.28784 0.17308
H 0.52019 0.83726 2.33930
H -0.80810 -1.83883 0.38960
H -0.89265 -1.33464 -1.32808
H 0.57016 -2.06958 -0.80803
H -1.75511 0.77373 -0.30703
H -0.50142 1.54999 0.79746
H -0.34432 1.71079 -0.82153
H 3.04770 0.55821 -1.68347
*
```

Properties
energy above the lowest of the compared OMol25 structures with the same formula, charge and spin	378.0	kJ/mol
highest occupied orbital energy (alpha / beta)	-4.4 / -3.3	eV
E_LUMO (alpha / beta)	3.271 / 3.057	eV

Density functional theory data (ωB97M-V/def2-TZVPD) for a 2-piece molecular cluster, C3H8NO6S overall in a non-equilibrium geometry.

Structure (ORCA input):
```
! RIJCOSX wB97M-V def2-TZVPD def2/J DEFGRID3
* xyz -1 1
N -26.30118 29.22624 33.25942
O -26.18884 30.42028 33.48110
O -26.23286 28.39687 34.24583
O -26.24128 28.80014 32.15456
O -21.35304 27.07634 34.18651
S -21.97324 27.74023 33.03067
O -21.30350 28.14958 31.87149
O -22.95170 26.37027 32.65487
C -22.30851 25.24345 31.97580
C -23.10103 24.03300 32.05825
C -23.09670 28.92364 33.61207
H -21.34634 25.42238 32.47338
H -22.00502 25.47857 30.99236
H -23.25354 23.60673 33.10506
H -22.81666 23.16994 31.29866
H -24.02379 24.10463 31.79058
H -23.69656 29.22441 32.72822
H -22.62399 29.64178 34.17697
H -23.89433 28.28211 34.06925
*
```

Properties
energy above the lowest of the compared OMol25 structures with the same formula, charge and spin	24.9	kJ/mol
highest occupied orbital energy	-4.5	eV
E_LUMO	3.125	eV

Density functional theory data (ωB97M-V/def2-TZVPD) for a 2-piece molecular cluster, C3H8NO6S overall in a non-equilibrium geometry.

Structure (ORCA input):
```
! RIJCOSX wB97M-V def2-TZVPD def2/J DEFGRID3
* xyz -1 1
N 39.51200 32.99100 0.41400
O 40.63600 32.88000 0.84200
O 38.81900 34.02000 0.64700
O 38.99000 32.12000 -0.17600
O 36.01900 32.22400 4.47900
S 36.73500 31.37800 3.52300
O 36.76500 29.99700 3.72400
O 35.70400 31.75500 2.26700
C 34.33300 31.16200 2.25100
C 33.52300 31.89000 1.26500
C 38.24000 32.00900 3.20800
H 34.38700 31.39200 3.19600
H 34.26800 30.21000 1.94900
H 33.13100 32.84900 1.60700
H 32.78300 31.19000 0.94800
H 33.97200 32.12100 0.20900
H 38.71300 31.42400 2.32900
H 39.04200 31.98400 4.09000
H 38.10400 32.83700 2.67900
*
```

Properties
energy above the lowest of the compared OMol25 structures with the same formula, charge and spin	117.1	kJ/mol
highest occupied orbital energy	-4.4	eV
E_LUMO	3.176	eV